(1)
C30H49AuBO2P2 as an isolated structure at a distorted geometry, computed with wB97M-V/def2-TZVPD.

## Properties
- lowest unoccupied orbital energy (alpha / beta) (eV) = -2.46 / -3.62
- strongest force on any atom (eV/Å) = 3.14
- E_HOMO (alpha / beta) (eV) = -9.5 / -9.4

Structure (ORCA input):
```
! wB97M-V def2-TZVPD RIJCOSX def2/J DEFGRID3
* xyz 1 3
Au 1.0224 -0.1354 0.3988
P 1.8807 2.0467 0.6730
P 1.1251 -2.4458 -0.0771
O 2.4826 -0.0842 3.1568
O 0.3944 -1.0119 3.3474
C 1.4605 -3.5698 1.3147
C 1.3658 0.6081 -3.0754
C 0.5462 -1.5281 5.7493
C -3.0184 0.9065 -0.7909
C -1.2883 0.5400 -5.1068
C -2.2704 1.5675 2.7986
C 1.0598 -1.2740 -4.8659
C 1.4054 -1.4464 6.8542
C 2.5016 -2.7664 -1.2208
C -3.6600 -1.6031 -0.9334
C 0.2813 1.3849 -3.1940
C -0.3856 1.6676 -4.5013
C -0.3820 -3.1061 -0.8436
C -2.5597 1.0455 1.4546
C -2.3782 3.2460 0.0967
C 1.3343 2.9369 2.1579
C 1.5594 3.1916 -0.6894
C 2.6448 -0.8046 6.7624
C 1.9520 -0.1629 -4.2172
C -3.1886 -0.3944 -0.2280
C 3.6814 1.9377 0.8607
C -2.9725 -1.4037 2.1397
C -0.2631 -1.5538 -4.2185
C 2.2440 -0.3823 4.4664
C 3.0736 -0.2281 5.5578
C -1.3356 -0.7589 -4.3529
C 0.9947 -0.9806 4.5695
C -2.8885 -0.3047 1.1523
C -3.2420 1.3067 -2.1933
C -2.6187 1.7932 0.2433
B 1.3160 -0.4347 2.4304
H -4.1829 1.8546 -2.3342
H 1.0969 2.2466 2.9754
H -3.1578 1.4805 3.4408
H 2.9062 -3.7759 -1.0463
H -0.4267 -2.0114 5.7870
H 2.1363 3.6090 2.4948
H 0.4404 3.5326 1.9312
H -0.9451 0.3806 -6.1450
H 0.9254 -1.0011 -5.9267
H 0.5000 3.4888 -0.6621
H 2.2956 -3.2023 1.9204
H 1.6435 -2.2083 -4.8526
H 2.2423 0.5195 -5.0342
H 1.7149 -4.5674 0.9216
H -0.7571 -2.3904 -1.5883
H -1.0251 2.5566 -4.3779
H 3.9261 1.2086 1.6420
H 3.2999 -2.0286 -1.0477
H -1.6581 3.6128 0.8381
H -2.6436 -2.3672 1.7254
H -4.7578 -1.6393 -1.0118
H 1.7463 2.7065 -1.6565
H -0.3361 -2.5151 -3.7003
H 4.0935 2.9152 1.1473
H 2.1787 4.0912 -0.6124
H -2.3170 0.9338 -5.1723
H -1.9908 2.6271 2.7602
H -4.0050 -1.5418 2.4924
H -0.1709 -4.0640 -1.3432
H 0.5745 -3.6525 1.9561
H -2.3251 -1.0617 -3.9993
H 1.0936 -1.8876 7.8031
H -3.2539 0.4386 -2.8598
H -1.4614 1.0080 3.2908
H 2.1554 -2.6749 -2.2585
H -0.1553 1.8845 -2.3229
H -3.3038 3.8274 0.2388
H -3.2706 -1.6553 -1.9584
H -2.4416 1.9770 -2.5234
H -3.3483 -2.5104 -0.4010
H 3.2939 -0.7529 7.6392
H 0.3637 1.9160 -5.2704
H 4.0123 0.3162 5.4622
H -2.0012 3.5013 -0.9050
H 2.8730 -0.6497 -3.8592
H 4.1381 1.6206 -0.0826
H -1.1554 -3.2540 -0.0738
H -2.3446 -1.1895 3.0115
H 1.9100 0.5490 -2.1281
*
```


(2)
One molecule with the formula C30H50, computed with wB97M-V/def2-TZVPD.

## Properties
- lowest unoccupied orbital energy (eV) = 0.77
- strongest force on any atom (eV/Å) = 0.39
- SMILES = CC(C)=CCC/C(C)=C/CC/C(C)=C/CC/C=C(\C)CC/C=C(\C)CCC=C(C)C
- ΔE to the lowest compared entry with this formula, charge and spin (kcal/mol) = 6.52
- E_HOMO (eV) = -8.4

Structure (ORCA input):
```
! wB97M-V def2-TZVPD RIJCOSX def2/J DEFGRID3
* xyz 0 1
C 9.6075 -1.2874 1.9041
C -1.7461 -1.6405 -0.2460
C 0.2204 -2.8441 -1.2800
C 4.5394 0.9894 -2.2512
C 1.3382 -1.9116 -1.7867
C -2.8269 0.6214 -0.0886
C 4.5728 0.8186 -0.7579
C 3.7316 1.4361 0.0632
C 1.4607 -0.7157 -0.8981
C 5.6622 -0.0664 -0.2224
C 2.6069 2.3422 -0.3259
C -5.0499 1.6306 0.5801
C -1.0969 -2.1352 -1.2936
C -6.9307 -1.6139 -0.3393
C 1.2523 1.6250 -0.1617
C -4.0938 1.3886 -0.3103
C -8.4025 -1.6405 1.7070
C 0.5338 0.9592 -2.5070
C -6.2924 2.3826 0.1759
C -7.3546 1.4468 -0.4337
C 8.5317 -0.3284 1.4830
C 8.1149 -0.2669 0.2239
C 1.0945 0.5288 -1.1801
C -7.9187 0.4986 0.5766
C 7.0385 0.6179 -0.3259
C 7.9994 0.5152 2.6028
C -1.2615 -1.7626 1.1710
C -7.7495 -0.8171 0.6343
C -3.0249 -0.8703 -0.4184
C -5.0166 1.1904 2.0115
H -2.0830 -1.6159 1.8687
H 3.8152 1.2578 1.1284
H -3.3821 -0.9616 -1.4464
H 1.0266 0.4580 -3.3374
H 7.5133 -0.1206 3.3432
H 0.4450 2.3522 -0.2744
H -5.0118 2.0613 2.6681
H 6.9962 1.5678 0.2093
H -1.5157 -1.9901 -2.2820
H 5.4711 -0.3070 0.8248
H -6.0384 3.1406 -0.5683
H -4.2378 1.7418 -1.3246
H -8.1713 2.0644 -0.8196
H -6.1690 -1.0071 -0.8184
H -0.4993 -1.0112 1.3744
H -6.7198 2.8869 1.0447
H 2.2825 -2.4633 -1.7843
H 0.4717 -3.1818 -0.2748
H 1.1156 -1.6178 -2.8123
H 9.9495 -1.8908 1.0673
H 0.6469 2.0332 -2.6387
H 2.6160 3.2218 0.3239
H 10.4596 -0.7438 2.3122
H -9.0078 -2.4279 1.2588
H 7.2519 0.8364 -1.3737
H -6.4414 -2.4404 0.1730
H -3.7955 -1.2727 0.2441
H 7.2788 1.2493 2.2580
H 2.7180 2.6803 -1.3558
H 3.5303 0.8467 -2.6295
H -5.9124 0.6117 2.2326
H -8.5265 0.9757 1.3371
H -0.5287 0.7210 -2.5603
H -2.4865 0.7220 0.9417
H -2.0422 1.0185 -0.7350
H -7.5741 -2.0373 -1.1117
H 9.2365 -1.9517 2.6844
H 1.8570 -0.9302 0.0860
H 0.1712 -3.7192 -1.9340
H 8.8176 1.0341 3.1020
H -7.6461 -2.1205 2.3289
H -0.8261 -2.7414 1.3589
H 8.5548 -0.9460 -0.4961
H -9.0392 -1.0313 2.3438
H 5.6892 -1.0034 -0.7844
H 1.1987 1.2112 0.8473
H -4.1462 0.5828 2.2355
H -6.9146 0.9116 -1.2742
H 4.8709 1.9889 -2.5338
H 5.1917 0.2660 -2.7337
*
```


Molecular weight values, unit g mol⁻¹, following the record order: 711.4 410.7.